115
Properties=species:S:1:pos:R:3:lowdin_charge:R:1 method="wB97M-V/def2-TZVPD" lumo_ev=-0.17 homo_lumo_gap_ev=10.3 spin_multiplicity=1 e_above_lowest_kcal_mol=17.53 total_energy_ha=-3359.5510
C -0.469 -5.169 -2.647 -0.014
C -1.864 -4.598 -2.618 -0.264
C -1.928 -3.168 -2.080 -0.097
O -2.739 -2.454 -3.004 0.055
C -2.770 -3.142 -4.172 -0.562
O -3.198 -2.710 -5.194 0.167
O -2.275 -4.378 -4.002 0.082
H -0.320 -5.880 -1.830 0.083
H 0.321 -4.430 -2.557 0.072
H -0.355 -5.749 -3.562 0.093
H -2.645 -5.209 -2.174 0.154
H -0.975 -2.652 -1.947 0.106
H -2.343 -3.095 -1.069 0.132
C -4.208 4.875 0.630 -0.025
C -3.008 4.125 1.155 -0.306
C -3.111 3.766 2.658 -0.068
O -2.974 2.347 2.690 0.066
C -2.960 1.856 1.431 -0.554
O -2.930 0.702 1.152 0.155
O -2.878 2.849 0.523 0.061
H -4.557 5.621 1.346 0.090
H -5.012 4.175 0.373 0.100
H -4.108 5.414 -0.317 0.088
H -2.133 4.749 0.954 0.144
H -4.109 4.023 3.010 0.133
H -2.328 4.254 3.231 0.130
C -4.359 -2.448 2.199 -0.018
C -4.170 -2.357 3.692 -0.297
C -3.352 -1.123 4.148 -0.094
O -4.110 -0.599 5.230 0.067
C -5.258 -1.293 5.394 -0.568
O -6.029 -1.140 6.275 0.174
O -5.444 -2.131 4.342 0.070
H -3.406 -2.386 1.675 0.081
H -5.045 -1.653 1.909 0.099
H -4.807 -3.400 1.910 0.086
H -3.826 -3.272 4.180 0.153
H -3.226 -0.439 3.309 0.101
H -2.393 -1.443 4.550 0.122
C 0.172 -1.171 2.642 0.016
C 0.531 -0.105 1.663 -0.295
C 1.959 -0.109 1.119 -0.053
O 1.780 -0.122 -0.305 0.033
C 0.479 -0.302 -0.622 -0.568
O 0.061 -0.459 -1.727 0.152
O -0.284 -0.257 0.480 0.075
H 0.348 -2.157 2.209 0.085
H -0.875 -1.070 2.920 0.065
H 0.766 -1.081 3.554 0.107
H 0.220 0.888 2.001 0.133
H 2.441 -1.034 1.434 0.129
H 2.497 0.799 1.369 0.115
C 5.107 0.752 -1.696 -0.011
C 5.654 -0.313 -2.629 -0.312
C 6.274 -1.544 -1.935 -0.091
O 5.699 -2.644 -2.634 0.045
C 4.724 -2.213 -3.489 -0.574
O 4.063 -2.950 -4.134 0.177
O 4.575 -0.876 -3.375 0.087
H 5.911 1.096 -1.045 0.093
H 4.269 0.320 -1.147 0.071
H 4.735 1.612 -2.252 0.087
H 6.417 0.130 -3.274 0.153
H 6.069 -1.573 -0.864 0.130
H 7.346 -1.560 -2.119 0.131
C 0.509 3.669 -0.780 -0.015
C 1.382 3.077 -1.855 -0.281
C 0.684 2.657 -3.162 -0.081
O 1.176 3.544 -4.153 0.096
C 2.102 4.372 -3.628 -0.567
O 2.711 5.187 -4.238 0.164
O 2.300 4.110 -2.314 0.065
H -0.320 4.285 -1.117 0.091
H 1.159 4.191 -0.071 0.086
H 0.128 2.860 -0.136 0.077
H 2.048 2.305 -1.477 0.133
H -0.381 2.760 -2.983 0.100
H 0.907 1.633 -3.448 0.137
C -3.118 1.885 -2.451 -0.016
C -2.553 1.193 -3.674 -0.306
C -3.685 0.548 -4.530 -0.091
O -3.339 0.875 -5.854 0.088
C -2.294 1.736 -5.871 -0.545
O -1.749 2.111 -6.853 0.176
O -1.939 2.080 -4.607 0.064
H -3.293 1.140 -1.673 0.088
H -4.034 2.414 -2.722 0.089
H -2.458 2.616 -1.984 0.060
H -1.888 0.378 -3.381 0.136
H -4.638 0.979 -4.221 0.127
H -3.659 -0.507 -4.281 0.101
C 1.446 3.167 3.351 -0.028
O 2.500 3.400 4.285 0.010
C 3.542 2.576 4.318 -0.614
O 3.700 1.576 3.660 0.115
O 4.376 3.018 5.250 0.013
C 5.568 2.250 5.418 -0.034
H 0.900 4.105 3.300 0.095
H 0.754 2.418 3.740 0.095
H 1.884 2.894 2.394 0.081
H 6.093 2.075 4.484 0.097
H 5.358 1.304 5.917 0.099
H 6.178 2.851 6.088 0.096
C 2.744 -3.150 -0.887 0.015
O 2.753 -3.344 0.552 -0.006
C 1.809 -4.150 1.018 -0.640
O 0.794 -4.472 0.442 0.112
O 2.132 -4.505 2.255 0.005
C 1.133 -5.208 2.988 -0.034
H 3.389 -2.294 -1.057 0.082
H 1.745 -2.866 -1.208 0.084
H 3.136 -4.057 -1.333 0.116
H 0.160 -4.753 2.817 0.090
H 1.357 -5.173 4.050 0.095
H 1.157 -6.256 2.688 0.102



10
Properties=species:S:1:pos:R:3:lowdin_charge:R:1 method="wB97M-V/def2-TZVPD" lumo_ev=1.04 homo_lumo_gap_ev=9.6 spin_multiplicity=1 e_above_lowest_kcal_mol=10.92 total_energy_ha=-263.4314
N 2.098 -0.635 -0.024 -0.114
N 1.976 0.813 0.073 -0.098
H 2.940 -0.858 -0.585 0.068
H 2.360 -0.950 0.927 0.063
H 1.011 1.016 0.348 0.047
H 1.993 1.142 -0.887 0.056
O -2.261 0.594 0.017 -0.094
O -1.822 -0.753 -0.110 -0.104
H -3.195 0.450 0.197 0.084
H -0.973 -0.776 0.401 0.091



32
Properties=species:S:1:pos:R:3:lowdin_charge:R:1 method="wB97M-V/def2-TZVPD" lumo_ev=0.71 homo_lumo_gap_ev=9.3 spin_multiplicity=1 e_above_lowest_kcal_mol=15.83 total_energy_ha=-859.1266
C -4.273 -0.860 0.460 -0.060
C -3.118 -1.834 0.627 -0.202
O -1.873 -1.141 0.766 0.005
C -1.260 -0.764 -0.350 -0.473
O -1.634 -1.016 -1.466 0.119
C 0.038 -0.008 -0.053 -0.233
C -0.236 1.225 0.832 -0.024
C -1.076 2.256 0.121 -0.522
O -0.801 3.417 0.005 0.119
O -2.214 1.737 -0.361 0.111
N 0.704 0.386 -1.277 -0.002
C 1.868 -0.414 -1.622 -0.132
C 2.940 -0.205 -0.603 -0.282
C 3.474 0.938 -0.085 -0.026
C 4.435 0.528 0.871 -0.062
C 4.413 -0.831 0.864 -0.126
O 3.507 -1.285 -0.021 0.040
H -5.208 -1.409 0.398 0.078
H -4.137 -0.283 -0.451 0.070
H -4.314 -0.177 1.305 0.080
H -3.055 -2.501 -0.239 0.122
H -3.220 -2.419 1.543 0.124
H 0.681 -0.684 0.524 0.164
H -0.766 0.905 1.731 0.132
H 0.712 1.688 1.105 0.125
H -2.722 2.417 -0.830 0.144
H 0.030 0.363 -2.039 0.119
H 1.656 -1.494 -1.688 0.132
H 2.215 -0.072 -2.602 0.130
H 3.210 1.939 -0.355 0.114
H 5.054 1.159 1.475 0.099
H 4.968 -1.564 1.414 0.116



20
Properties=species:S:1:pos:R:3:lowdin_charge:R:1 method="wB97M-V/def2-TZVPD" lumo_ev="0.06 / 0.06" homo_lumo_gap_ev="9.1 / 9.1" spin_multiplicity=1 e_above_lowest_kcal_mol=108.86 total_energy_ha=-552.4316
C -1.056 -1.907 -1.152 -0.032
O -0.980 -0.513 -0.885 -0.150
C -0.652 0.002 0.368 -0.455
N -1.857 0.242 1.169 0.054
O -2.870 -0.116 0.611 0.051
C 0.451 -0.735 1.189 -0.014
C 1.740 -0.387 1.067 -0.072
C 2.165 0.710 0.149 -0.102
C 1.278 1.534 -0.243 -0.051
C -0.176 1.483 0.159 -0.318
O -0.911 2.125 -0.831 -0.029
H -0.906 -1.824 -2.192 0.083
H -2.128 -2.147 -0.862 0.115
H -0.328 -2.449 -0.621 0.069
H 0.161 -1.442 1.985 0.116
H 2.590 -0.987 1.707 0.158
H 3.258 0.689 -0.138 0.127
H 1.447 2.311 -0.957 0.118
H -0.374 1.923 1.140 0.161
H -0.853 1.487 -1.662 0.171



31
Properties=species:S:1:pos:R:3:lowdin_charge:R:1 method="wB97M-V/def2-TZVPD" lumo_ev=-3.06 charge=+1 homo_lumo_gap_ev=9.0 spin_multiplicity=1 e_above_lowest_kcal_mol=30.03 total_energy_ha=-555.8784
C 2.578 1.063 0.773 -0.245
C 3.537 2.262 0.705 -0.083
C 1.180 1.371 0.434 -0.273
C 0.347 1.965 1.382 -0.048
C 0.710 1.162 -0.878 -0.051
C -0.933 2.360 1.020 -0.087
C -0.563 1.577 -1.230 -0.094
C -1.408 2.097 -0.259 -0.108
H 3.146 0.237 0.330 0.108
H 2.694 0.652 1.803 0.119
H 3.243 3.007 -0.037 0.081
H 0.792 2.210 2.341 0.123
H 1.484 0.868 -1.579 0.118
H -1.481 2.787 1.855 0.110
H -0.883 1.517 -2.260 0.106
H -2.451 2.290 -0.490 0.105
H 4.512 1.894 0.363 0.077
H 3.613 2.758 1.661 0.070
C -0.739 -3.553 -1.588 -0.014
C -1.837 -1.920 -0.128 -0.412
N -0.701 -2.360 -0.690 0.056
N -3.016 -2.550 -0.310 0.203
N -1.663 -1.088 0.907 0.229
H 0.187 -2.197 -0.263 0.146
H -2.948 -3.532 -0.496 0.107
H -3.864 -2.009 -0.397 0.138
H -0.743 -0.685 0.913 0.096
H -2.397 -0.683 1.469 0.142
H -1.382 -3.228 -2.409 0.101
H -1.252 -4.360 -1.059 0.083
H 0.237 -3.912 -1.883 0.098



36
Properties=species:S:1:pos:R:3:lowdin_charge:R:1 method="wB97M-V/def2-TZVPD" lumo_ev=-0.46 homo_lumo_gap_ev=7.2 spin_multiplicity=1 e_above_lowest_kcal_mol=75.09 total_energy_ha=-875.3715
C 5.061 2.682 -0.651 -0.074
N 4.379 1.858 0.318 -0.205
C 5.101 1.529 1.532 -0.071
C 3.038 1.464 0.177 -0.223
C 2.215 1.194 1.299 -0.007
C 0.910 0.693 1.154 -0.007
C 0.334 0.539 -0.107 -0.195
N -0.975 -0.011 -0.250 0.024
N -1.752 0.551 -1.229 0.082
N -2.921 0.068 -1.569 0.071
C -3.511 -0.935 -0.819 -0.198
C -2.830 -1.577 0.208 -0.064
C -1.472 -1.107 0.460 -0.357
O -0.820 -1.639 1.363 0.044
C -3.488 -2.647 0.990 -0.018
C -4.706 -3.166 0.569 -0.057
C -5.303 -2.704 -0.752 -0.199
C -4.956 -1.278 -1.181 -0.131
C 1.121 0.865 -1.247 0.003
C 2.453 1.307 -1.093 -0.022
H 4.351 3.192 -1.336 0.096
H 5.725 2.098 -1.230 0.068
H 5.671 3.447 -0.148 0.090
H 4.847 0.558 1.952 0.090
H 4.915 2.274 2.272 0.074
H 6.178 1.539 1.309 0.091
H 2.584 1.277 2.294 0.091
H 0.355 0.438 2.044 0.112
H -3.066 -3.032 1.926 0.109
H -5.250 -3.908 1.198 0.109
H -4.898 -3.369 -1.520 0.118
H -6.391 -2.755 -0.681 0.107
H -5.641 -0.559 -0.721 0.118
H -5.051 -1.167 -2.301 0.131
H 0.745 0.795 -2.258 0.101
H 3.050 1.484 -1.975 0.098



24
Properties=species:S:1:pos:R:3:lowdin_charge:R:1 method="wB97M-V/def2-TZVPD" lumo_ev=0.77 homo_lumo_gap_ev=9.8 spin_multiplicity=1 e_above_lowest_kcal_mol=8.04 total_energy_ha=-816.8966
C -2.031 -1.647 -1.030 -0.108
N -1.324 -0.824 -0.052 -0.327
C -1.707 -1.371 1.286 -0.102
P -1.508 0.875 -0.111 0.429
N -0.310 1.515 0.907 -0.026
O -2.925 1.320 -0.100 -0.309
O -0.908 1.281 -1.555 -0.179
H -1.257 -2.534 -0.991 0.134
H -3.029 -1.839 -0.816 0.060
H -1.925 -1.062 -1.899 0.052
H -0.719 -1.741 1.728 0.106
H -2.112 -0.627 1.873 0.043
H -2.334 -2.193 1.252 0.049
H 0.499 0.993 0.843 -0.058
H -0.107 2.452 0.575 0.060
H -1.458 1.984 -1.965 0.091
C 2.109 -0.588 -0.347 0.001
N 2.206 0.472 0.350 -0.101
C 3.349 1.269 0.317 -0.162
H 2.811 -1.016 -1.021 0.074
H 1.313 -1.192 -0.250 0.016
H 4.316 0.574 -0.022 0.135
H 3.424 2.200 -0.220 0.069
H 3.628 1.697 1.249 0.054